{
  "formula": "C50H62BFN6O6PSn",
  "method": "wB97M-V/def2-TZVPD",
  "elements": ["Sn", "C", "C", "N", "C", "C", "C", "O", "O", "C", "O", "C", "C", "C", "F", "C", "C", "C", "N", "C", "C", "N", "C", "C", "H", "H", "H", "H", "H", "H", "H", "H", "H", "H", "H", "H", "H", "H", "H", "H", "H", "H", "C", "C", "C", "C", "C", "C", "N", "N", "C", "C", "C", "C", "C", "N", "H", "H", "H", "H", "H", "H", "H", "H", "H", "C", "C", "C", "O", "B", "O", "C", "C", "C", "H", "H", "H", "H", "H", "H", "H", "H", "H", "H", "H", "H", "C", "C", "O", "C", "C", "H", "H", "H", "H", "H", "H", "H", "H", "H", "H", "C", "P", "C", "C", "C", "C", "C", "C", "C", "C", "C", "C", "C", "C", "H", "H", "H", "H", "H", "H", "H", "H", "H", "H", "H", "H", "H"],
  "xyz": [[0.42181, 0.43019, 1.28679], [-5.87074, -1.68041, -3.52523], [-4.68810, -2.55464, -3.14098], [-3.60837, -1.79261, -2.50542], [-3.46157, -1.85237, -1.16176], [-2.55769, -1.13762, -0.43877], [-2.45647, -1.39373, 1.05659], [-3.46963, -1.75727, 1.64181], [-1.28805, -1.22432, 1.53235], [-1.76154, -0.16675, -1.10506], [-0.99803, 0.65222, -0.55708], [-1.87719, -0.13108, -2.56474], [-1.01249, 0.70706, -3.27886], [-1.07491, 0.71048, -4.63928], [-0.27874, 1.53944, -5.35403], [-1.96243, -0.11365, -5.34554], [-2.82233, -0.92772, -4.64388], [-2.79335, -0.94869, -3.23883], [-2.00953, -0.11548, -6.77726], [-2.74433, 0.99918, -7.35061], [-3.08379, 0.68970, -8.79526], [-1.80371, 0.41304, -9.54165], [-1.02099, -0.70666, -8.90147], [-0.74481, -0.32278, -7.46204], [-6.65110, -2.29097, -3.97842], [-5.58725, -0.90441, -4.23618], [-6.28671, -1.19425, -2.64328], [-4.28394, -3.09454, -3.99869], [-4.99718, -3.30831, -2.41968], [-4.12530, -2.52754, -0.63517], [-0.31281, 1.33462, -2.73856], [-3.48741, -1.56622, -5.20630], [-2.17327, 1.94175, -7.29646], [-3.67238, 1.15068, -6.80151], [-3.58794, 1.51502, -9.29398], [-3.68310, -0.21607, -8.87091], [-1.22739, 1.25904, -9.53012], [-1.99871, 0.20208, -10.52067], [-0.10771, -0.84066, -9.47791], [-1.64252, -1.59763, -8.96894], [-0.09698, 0.56570, -7.44112], [-0.19728, -1.13355, -6.98254], [5.05820, -1.34751, 3.97237], [3.90721, -2.02456, 3.58735], [3.18679, -1.60517, 2.48351], [3.62402, -0.51596, 1.72753], [4.75752, 0.18347, 2.12629], [5.46516, -0.23969, 3.24261], [2.88240, -0.15967, 0.56813], [3.52949, 0.85043, -0.24514], [2.72623, 1.83900, -0.57474], [3.29880, 2.91063, -1.35787], [2.54956, 3.97678, -1.71369], [1.18233, 4.04567, -1.32390], [0.68757, 3.00696, -0.59913], [1.40556, 1.91472, -0.22794], [5.62462, -1.67682, 4.83314], [3.56868, -2.88555, 4.14963], [2.27821, -2.13072, 2.20027], [5.08535, 1.02673, 1.53704], [6.35585, 0.30138, 3.53674], [4.34185, 2.81835, -1.62555], [2.99262, 4.78075, -2.28899], [0.55784, 4.89064, -1.57337], [-0.34256, 3.02015, -0.26517], [0.58488, -3.70144, -0.32420], [1.27290, -2.83096, -1.36504], [0.45985, -2.81084, -2.64655], [1.30945, -1.48742, -0.81421], [2.57924, -1.29254, -0.30944], [3.45666, -2.26751, -0.66457], [2.79481, -3.16322, -1.57762], [3.30409, -2.81843, -2.97011], [3.18139, -4.58530, -1.20991], [-0.38144, -3.25905, -0.07861], [1.16306, -3.75684, 0.59776], [0.43054, -4.71507, -0.69545], [-0.59008, -2.63980, -2.40840], [0.53606, -3.77457, -3.15460], [0.79947, -2.02613, -3.32104], [3.07862, -1.78183, -3.22395], [2.87768, -3.47513, -3.72947], [4.38671, -2.93666, -2.98011], [3.02449, -4.77542, -0.15080], [4.23796, -4.73871, -1.42675], [2.60610, -5.31030, -1.78831], [1.73318, 3.33742, 2.81718], [0.28117, 3.66779, 3.06690], [-0.57374, 2.70949, 2.43566], [-1.94173, 2.96808, 2.74413], [-2.83775, 2.08191, 1.91274], [2.35889, 3.96785, 3.45053], [2.01225, 3.50337, 1.77738], [1.95185, 2.30147, 3.08731], [0.03332, 4.66304, 2.67813], [0.06913, 3.66232, 4.14042], [-2.15333, 4.02565, 2.54581], [-2.09973, 2.78849, 3.81449], [-2.61008, 2.19329, 0.85135], [-3.87971, 2.36216, 2.07196], [-2.73249, 1.03149, 2.18619], [1.17719, -1.48502, 5.85042], [0.48414, -0.01767, 4.98189], [1.41879, 1.32559, 5.80091], [0.82209, 2.45025, 6.36687], [1.59778, 3.49946, 6.84383], [2.98104, 3.44049, 6.76341], [3.58603, 2.32595, 6.19713], [2.81175, 1.28286, 5.71542], [-1.17664, 0.04942, 5.73733], [-1.41406, 0.22459, 7.10180], [-2.70714, 0.20261, 7.59679], [-3.77936, -0.01030, 6.73620], [-3.55389, -0.20872, 5.38355], [-2.25631, -0.17579, 4.88714], [1.04088, -1.41543, 6.93066], [2.23872, -1.57956, 5.62732], [0.66378, -2.37295, 5.48074], [-0.25673, 2.51248, 6.43773], [1.11690, 4.36376, 7.28483], [3.58412, 4.25605, 7.14046], [4.66479, 2.27054, 6.12044], [3.30295, 0.43435, 5.24899], [-0.58337, 0.38662, 7.77929], [-2.88200, 0.34442, 8.65559], [-4.78818, -0.03387, 7.12784], [-4.37898, -0.40416, 4.71083], [-2.07531, -0.37285, 3.83543]],
  "total_energy_ha": -3402.781090,
  "charge": 1,
  "homo_energy_ha": -0.3030,
  "gap_ha": 0.1826
}